Density functional theory data (the ωB97M-V functional and the def2-TZVPD basis) for a single C17H20N2O2 molecule.

Each line ends with the Löwdin charge.
Positions of all 41 atoms, in Å:
C1 -3.489431 -2.521596 -1.463940  -0.115
O1 -2.998485 -1.672588 -0.461217  -0.200
C2 -2.231503 -2.352587 0.508025  -0.207
C3 -1.746581 -1.351705 1.557172  -0.103
N1 -0.785700 -0.408066 1.020195  0.001
C4 0.510521 -0.839995 0.885529  -0.487
O2 0.822279 -1.995107 1.094587  0.073
N2 1.387116 0.164934 0.551742  0.147
C5 2.750780 0.079057 0.279028  -0.225
C6 3.450733 -1.123994 0.272080  -0.015
C7 4.802431 -1.130064 -0.018488  -0.084
C8 5.472855 0.047134 -0.304139  -0.107
C9 4.777695 1.244991 -0.299257  -0.096
C10 3.427036 1.263735 -0.011637  -0.036
H1 2.885119 2.200424 -0.009206  0.109
H2 5.288767 2.170532 -0.521110  0.101
H3 6.528696 0.033195 -0.528966  0.097
H4 5.336875 -2.068629 -0.020201  0.103
H5 2.931192 -2.039339 0.499409  0.097
H6 1.001549 1.099341 0.519886  0.133
C11 -1.238205 0.879532 0.639052  -0.204
C12 -1.731278 1.729864 1.624173  -0.013
C13 -2.189255 2.992802 1.300277  -0.082
C14 -2.153189 3.416292 -0.017095  -0.083
C15 -1.670332 2.570303 -0.999053  -0.039
C16 -1.211665 1.294015 -0.698360  -0.204
C17 -0.718310 0.389137 -1.783460  -0.016
H7 0.371268 0.385879 -1.831404  0.083
H8 -1.050791 -0.628133 -1.596418  0.073
H9 -1.099872 0.713746 -2.748298  0.084
H10 -1.657728 2.899992 -2.028088  0.111
H11 -2.506938 4.401754 -0.280375  0.102
H12 -2.567973 3.644119 2.073424  0.102
H13 -1.745114 1.391552 2.650111  0.120
H14 -1.268548 -1.912350 2.365165  0.131
H15 -2.602094 -0.792684 1.937322  0.129
H16 -2.842346 -3.124356 1.001529  0.128
H17 -1.365108 -2.844209 0.043548  0.124
H18 -4.047193 -1.895206 -2.157178  0.089
H19 -4.154463 -3.287781 -1.045866  0.088
H20 -2.672828 -3.023958 -1.998489  0.091

Atomic forces in eV per Å
-0.006 -0.063 -0.063
0.061 0.251 0.230
0.085 -0.007 0.246
-0.119 -0.630 -0.261
-0.216 0.000 -0.046
0.081 0.431 0.084
0.149 -0.370 0.014
-0.233 0.345 0.072
0.296 -0.162 -0.070
-0.130 -0.185 0.052
0.070 0.131 -0.039
0.163 -0.022 -0.031
0.007 0.008 -0.009
-0.101 -0.029 0.027
-0.047 0.088 0.003
0.026 0.069 -0.013
0.085 0.000 -0.016
0.030 -0.080 0.004
-0.010 -0.021 0.010
0.056 -0.174 0.015
-0.087 0.401 -0.087
0.073 -0.015 -0.059
-0.055 0.028 0.048
-0.019 0.048 -0.013
0.010 0.065 0.047
-0.019 -0.119 0.078
0.040 -0.011 -0.032
0.043 -0.026 -0.051
-0.006 -0.111 -0.044
-0.016 0.002 -0.069
0.003 0.012 -0.106
-0.031 0.086 -0.025
-0.030 0.053 0.068
0.021 -0.047 0.093
-0.143 0.072 -0.029
0.068 -0.033 0.037
0.038 0.034 -0.027
-0.090 0.035 0.058
-0.022 -0.088 -0.054
0.005 0.018 -0.035
-0.028 0.015 -0.006

Electronic energy in eV: -25029.424
Charge: 0
LUMO energy in eV: 0.78
Structure (SMILES): COCCN(C(=O)Nc1ccccc1)c1ccccc1C
Energy relative to the best compared isomer or geometry (same formula, charge and spin) in kcal/mol: 0.0